Formula: C3H10N3
Source: the OMol25 dataset
Level of theory: wB97M-V/def2-TZVPD

Atoms and positions in Å:
H  2.1581  1.2542  -0.5055
H  -1.0431  -0.2651  1.4255
H  -1.6332  -1.6197  -0.9940
H  1.0510  -1.3296  -0.2171
C  0.4124  1.4139  -0.2581
C  1.6745  -0.7280  0.3109
N  -0.8188  1.2915  0.1712
H  1.2156  -0.6666  1.2462
N  -1.0642  -0.8720  -0.6626
H  0.7039  2.3015  -0.7592
H  2.8216  -0.7867  0.3482
C  -1.5376  0.0204  0.4425
H  -1.1265  -0.2690  -1.4969
N  1.4456  0.6462  -0.1985
H  -2.6243  0.3370  0.6917
H  -1.3582  2.0497  -0.2092

Calculated values
Net charge: +1
Calculated total energy in eV: -7735.7296
M in g/mol: 88.1
E_HOMO in eV: -14.59

Which charges does Löwdin predict for the atoms? In e, they are:
1 H 0.138
2 H 0.129
3 H 0.083
4 H 0.031
5 C -0.147
6 C 0.022
7 N 0.053
8 H 0.068
9 N 0.030
10 H 0.158
11 H 0.148
12 C -0.173
13 H 0.099
14 N 0.051
15 H 0.159
16 H 0.151